This record from OMol25 describes a molecular structure, C3H4F8MgNO5S2. The level of theory is ωB97M-V/def2-TZVPD.

LUMO energy, eV: 2.75
Largest force on an atom, eV/A: 3.55
Relative energy (zero: lowest compared OMol25 entry of this formula, charge and spin), eV: 0.000
Charge: -1
2S+1: 1

Structure (XYZ):
```
24
C3H4F8MgNO5S2 (ωB97M-V/def2-TZVPD)
Mg 1.780 -0.025 0.489
C -2.347 -0.471 0.941
F -3.519 0.143 0.848
F -2.377 -1.313 1.979
F -2.154 -1.178 -0.162
S -0.979 0.787 1.212
O -1.555 2.081 1.269
O -0.275 0.289 2.346
N 0.045 0.546 -0.091
S -0.539 1.103 -1.501
O -0.063 0.270 -2.566
O -1.930 1.407 -1.462
C 0.350 2.692 -1.743
F 1.664 2.495 -1.594
F 0.112 3.139 -2.983
F -0.052 3.612 -0.882
F 2.961 -0.335 -0.910
F 2.632 0.975 1.812
C 0.867 -2.810 0.204
O 1.483 -1.915 1.130
H 0.082 -2.278 -0.336
H 1.584 -3.130 -0.557
H 0.396 -3.667 0.688
H 1.833 -2.416 1.868
```

=====

This record from OMol25 describes a molecular structure, C6H13NO. The level of theory is ωB97M-V/def2-TZVPD.

LUMO energy, eV: 0.86
Largest force on an atom, eV/A: 4.49
Relative energy (zero: lowest compared OMol25 entry of this formula, charge and spin), eV: 5.278
2S+1: 1

Structure (XYZ):
```
21
C6H13NO (ωB97M-V/def2-TZVPD)
C 1.699 -0.133 1.233
C -0.548 -0.547 1.510
C 1.812 1.200 0.529
O 2.141 -1.183 0.690
H 1.103 -1.644 -0.340
H 1.718 -0.061 2.328
H 1.105 1.922 0.940
H -1.584 -0.871 1.411
H -0.658 0.426 1.985
H -0.145 -1.397 2.054
H 1.612 1.092 -0.534
H 2.823 1.585 0.675
C -1.640 0.474 -0.790
N -1.904 0.598 -2.217
C -0.680 -0.610 -0.431
C 0.118 -1.444 -0.989
H -1.051 0.813 -2.722
H -2.274 -0.269 -2.591
H -2.588 0.308 -0.272
H -1.254 1.432 -0.429
H 0.196 -1.691 -2.037
```

=====

This record from OMol25 describes 4 unconnected molecules or ions with the total composition C51H41N2O7. The level of theory is ωB97M-V/def2-TZVPD.

LUMO energy, eV: -3.02
Largest force on an atom, eV/A: 0.85
Charge: +1
2S+1: 1

Structure (XYZ):
```
101
C51H41N2O7 (ωB97M-V/def2-TZVPD)
C -1.939 -6.907 0.637
O -3.216 -7.226 0.145
C -3.706 -6.354 -0.850
C -4.565 -5.200 -0.280
C -4.142 -3.795 -0.743
C -3.799 -2.846 0.410
C -2.510 -3.183 1.161
C -1.288 -3.247 0.326
N -1.093 -2.738 -0.883
C 0.195 -3.039 -1.309
C 0.773 -3.736 -0.315
N -0.159 -3.852 0.703
H -2.017 -6.263 1.519
H -1.300 -6.455 -0.124
H -1.461 -7.821 0.971
H -2.900 -5.969 -1.479
H -4.333 -6.963 -1.491
H -5.581 -5.382 -0.606
H -4.562 -5.294 0.803
H -3.365 -3.867 -1.498
H -4.994 -3.349 -1.247
H -3.747 -1.829 0.023
H -4.613 -2.910 1.121
H -2.342 -2.516 2.001
H -2.633 -4.178 1.588
H -1.799 -2.216 -1.379
H 0.598 -2.759 -2.259
H 1.760 -4.147 -0.285
H -0.018 -4.306 1.592
C -4.377 5.211 -5.348
C -3.285 5.249 -6.208
C -2.175 4.460 -5.958
C -2.149 3.636 -4.842
C -3.238 3.614 -3.966
C -4.355 4.397 -4.229
C -3.213 2.778 -2.739
O -4.154 2.738 -1.974
C -1.983 1.978 -2.457
C -1.915 1.234 -1.287
C -0.788 0.477 -1.016
C 0.276 0.456 -1.915
C 0.215 1.204 -3.078
C -0.913 1.972 -3.348
C -0.950 2.795 -4.595
O -0.018 2.773 -5.370
H -5.246 5.824 -5.550
H -3.301 5.895 -7.075
H -1.326 4.483 -6.626
H -5.199 4.370 -3.554
H -2.745 1.255 -0.592
H -0.735 -0.096 -0.097
H 1.158 -0.136 -1.702
H 1.039 1.202 -3.778
C 4.078 -7.018 8.783
C 3.220 -7.838 8.059
C 2.663 -7.389 6.874
C 2.955 -6.111 6.413
C 3.803 -5.279 7.151
C 4.369 -5.741 8.332
C 4.101 -3.891 6.701
O 4.838 -3.166 7.330
C 3.455 -3.407 5.443
C 3.672 -2.100 5.022
C 3.089 -1.644 3.852
C 2.293 -2.496 3.092
C 2.075 -3.796 3.514
C 2.646 -4.253 4.691
C 2.364 -5.650 5.132
O 1.663 -6.375 4.453
H 4.517 -7.375 9.705
H 2.987 -8.831 8.420
H 2.000 -8.025 6.305
H 5.032 -5.099 8.894
H 4.295 -1.445 5.615
H 3.256 -0.625 3.528
H 1.844 -2.137 2.172
H 1.460 -4.474 2.938
C 3.105 5.814 -5.380
C 4.194 6.565 -4.947
C 4.122 7.275 -3.760
C 2.957 7.245 -3.005
C 1.857 6.509 -3.451
C 1.939 5.786 -4.635
C 0.584 6.495 -2.679
O -0.368 5.847 -3.066
C 0.508 7.297 -1.428
C -0.687 7.339 -0.720
C -0.770 8.073 0.451
C 0.342 8.762 0.924
C 1.534 8.726 0.220
C 1.620 8.001 -0.961
C 2.903 8.000 -1.721
O 3.873 8.596 -1.307
H 3.167 5.254 -6.304
H 5.100 6.594 -5.537
H 4.967 7.855 -3.416
H 1.090 5.205 -4.970
H -1.548 6.801 -1.091
H -1.703 8.110 0.998
H 0.276 9.330 1.842
H 2.400 9.264 0.581
```

=====

This record from OMol25 describes a molecular structure, C13H29AsBeO2S4. The level of theory is ωB97M-V/def2-TZVPD.

LUMO energy, eV: -5.13
Largest force on an atom, eV/A: 1.09
Charge: +2
2S+1: 1

Structure (XYZ):
```
50
C13H29AsBeO2S4 (ωB97M-V/def2-TZVPD)
Be -0.759 0.086 0.143
C 3.513 1.194 1.529
C 3.807 0.387 0.280
S 2.334 -0.389 -0.497
C 2.100 0.582 -2.025
C 1.466 1.938 -1.812
S -0.183 1.863 -1.002
C 0.021 2.947 0.454
C 0.945 2.412 1.528
S 2.716 2.804 1.201
H 4.460 1.441 2.010
H 2.887 0.647 2.231
H 4.460 -0.448 0.536
H 4.291 1.004 -0.475
H 1.475 -0.048 -2.658
H 3.071 0.708 -2.506
H 1.298 2.422 -2.775
H 2.090 2.572 -1.183
H -0.992 3.037 0.849
H 0.348 3.920 0.084
H 0.834 1.326 1.620
H 0.691 2.874 2.483
C -4.639 1.077 2.013
As -3.785 0.703 0.315
C -4.049 2.208 -0.875
C -4.482 -0.926 -0.475
O -2.143 0.455 0.548
H -5.715 1.119 1.831
H -4.308 2.045 2.396
H -4.429 0.295 2.744
H -5.123 2.400 -0.937
H -3.658 1.982 -1.868
H -3.550 3.098 -0.482
H -5.516 -0.754 -0.776
H -4.443 -1.742 0.251
H -3.888 -1.186 -1.354
O -0.316 -1.333 0.294
S -0.976 -2.746 0.356
C 0.338 -3.886 -0.203
C 0.675 -4.841 0.947
C -0.484 -4.790 1.940
C -0.802 -3.311 2.091
H 1.183 -3.271 -0.510
H -0.054 -4.405 -1.076
H 1.594 -4.522 1.440
H 0.846 -5.849 0.572
H -0.212 -5.236 2.898
H -1.351 -5.337 1.561
H 0.039 -2.769 2.523
H -1.714 -3.099 2.645
```

=====

This record from OMol25 describes a molecular structure, C17H33BEuN6Si2. The level of theory is ωB97M-V/def2-TZVPD.

LUMO energy (spin up / spin down), eV: -0.41 / -0.42
Largest force on an atom, eV/A: 7.41
Expectation value of S²: 15.772
Relative energy (zero: lowest compared OMol25 entry of this formula, charge and spin), eV: 6.404
2S+1: 8

Structure (XYZ):
```
60
C17H33BEuN6Si2 (ωB97M-V/def2-TZVPD)
H 0.116 2.911 1.066
N 0.149 1.639 -0.646
B 0.559 0.687 -3.022
N 0.577 1.831 -1.984
C 0.977 3.093 -2.109
Eu -0.879 -0.706 0.122
H 1.294 3.427 -3.087
C 0.846 3.758 -0.888
H 1.051 4.779 -0.685
C 0.357 2.822 0.018
H 0.879 1.088 -4.099
C -0.871 -3.063 0.563
H -1.180 -3.803 1.363
H 0.207 -2.992 0.053
H -1.636 -3.208 -0.231
N -0.903 0.066 -3.091
N 1.543 -0.399 -2.524
N -1.593 -0.297 -1.881
N 1.157 -1.038 -1.342
C -1.667 -0.164 -4.175
C 2.695 -0.925 -2.984
H -1.230 0.064 -5.162
H 3.133 -0.543 -3.898
C -2.910 -0.636 -3.734
C 3.054 -1.973 -2.122
C -2.867 -0.663 -2.325
C 2.049 -2.021 -1.139
H -3.720 -0.912 -4.388
H 3.906 -2.622 -2.193
H -3.670 -0.905 -1.630
H 1.908 -2.723 -0.318
H -0.731 1.313 0.012
C -1.833 2.570 2.885
Si -1.878 0.779 3.413
C -2.113 0.800 5.243
C -3.470 0.078 2.571
C -0.538 -0.305 2.791
Si 1.207 0.029 3.250
C 1.631 -0.699 4.927
C 2.324 -0.789 1.991
C 1.706 1.836 3.346
H -2.585 3.115 3.467
H -2.076 2.736 1.837
H -0.871 3.048 3.076
H -2.929 1.471 5.511
H -2.363 -0.165 5.682
H -1.243 1.159 5.790
H -3.608 0.437 1.546
H -3.480 -1.027 2.498
H -4.350 0.492 3.110
H -0.765 -1.398 2.876
H 1.585 -1.796 4.908
H 2.660 -0.401 5.169
H 0.968 -0.347 5.728
H 2.416 -0.200 1.069
H 3.326 -0.878 2.431
H 1.972 -1.794 1.725
H 1.808 2.300 2.356
H 1.036 2.453 3.955
H 2.697 1.843 3.825
```

=====

This record from OMol25 describes a molecular structure, CH4ClN3. The level of theory is ωB97M-V/def2-TZVPD.

LUMO energy (spin up / spin down), eV: -0.05 / -0.05
Largest force on an atom, eV/A: 4.04
Relative energy (zero: lowest compared OMol25 entry of this formula, charge and spin), eV: 4.659
2S+1: 1

Structure (XYZ):
```
9
CH4ClN3 (ωB97M-V/def2-TZVPD)
C -0.170 -0.732 0.465
N -0.959 0.159 -0.410
N -0.364 1.292 0.147
N 0.988 0.110 0.722
Cl 2.221 0.031 -0.415
H -0.778 -0.857 1.490
H 0.058 -1.841 0.010
H -0.885 -0.124 -1.366
H -0.109 1.962 -0.643
```

=====

This record from OMol25 describes 4 unconnected molecules or ions with the total composition C2H14N2O3. The level of theory is ωB97M-V/def2-TZVPD.

LUMO energy (spin up / spin down), eV: 3.28 / 3.19
Largest force on an atom, eV/A: 0.93
Expectation value of S²: 0.750
Relative energy (zero: lowest compared OMol25 entry of this formula, charge and spin), eV: 0.000
Charge: -1
2S+1: 2

Structure (XYZ):
```
21
C2H14N2O3 (ωB97M-V/def2-TZVPD)
N 0.047 1.598 -0.907
C 0.422 1.343 0.496
C 0.110 -0.096 0.850
N -1.313 -0.314 1.088
H 0.183 2.580 -1.116
H -0.938 1.399 -1.050
H 0.009 2.035 1.237
H 1.514 1.437 0.495
H 0.426 -0.689 -0.005
H 0.735 -0.430 1.676
H -1.782 -0.852 0.369
H -1.514 -0.759 1.979
H -4.114 1.565 1.369
H -2.605 1.195 1.080
O -3.370 1.731 0.790
H 3.348 -2.878 0.176
H 1.985 -2.978 -0.588
O 2.437 -2.516 0.139
H 2.126 -1.086 -1.586
H 0.908 -0.499 -2.233
O 1.576 -1.184 -2.381
```

=====

This record from OMol25 describes 2 unconnected molecules or ions with the total composition C2H3FN2O. The level of theory is ωB97M-V/def2-TZVPD.

LUMO energy, eV: 0.86
Largest force on an atom, eV/A: 2.77
Structure (SMILES): C1=NN1.O=CF
Relative energy (zero: lowest compared OMol25 entry of this formula, charge and spin), eV: 2.744
2S+1: 1

Structure (XYZ):
```
9
C2H3FN2O (ωB97M-V/def2-TZVPD)
C -1.604 -0.251 0.204
N -1.250 -0.713 1.313
N -1.410 -1.643 0.128
H -2.165 0.609 -0.239
H -0.490 -1.891 -0.181
O 0.614 0.582 -0.520
C 1.711 0.950 -0.319
F 2.276 2.054 -0.731
H 2.318 0.303 0.345
```

=====

This record from OMol25 describes a molecular structure, C7H10AuN2O3. The level of theory is ωB97M-V/def2-TZVPD.

LUMO energy (spin up / spin down), eV: 3.38 / 1.44
Largest force on an atom, eV/A: 1.71
Expectation value of S²: 2.015
Charge: -1
2S+1: 3

Structure (XYZ):
```
23
C7H10AuN2O3 (ωB97M-V/def2-TZVPD)
C -0.862 1.247 -2.084
C 0.538 1.017 -2.312
C 1.273 1.678 -1.287
C 0.347 2.319 -0.402
C -0.984 2.056 -0.893
Au -0.080 0.033 -0.228
N -1.407 -1.407 0.189
C -0.341 -2.451 0.187
C 0.796 -1.839 -0.667
H 2.358 1.735 -1.203
H 0.965 0.432 -3.119
H 0.598 2.952 0.443
H -1.909 2.396 -0.426
H -1.686 0.870 -2.677
H 0.764 -2.103 -1.718
H -0.771 -3.170 -0.507
H -1.874 -1.182 1.064
H 1.777 -1.980 -0.255
H 0.062 -2.759 1.162
O -0.077 1.087 4.359
N 0.096 0.042 3.691
O -0.082 -1.099 4.199
O 0.500 0.123 2.483
```

=====

This record from OMol25 describes 6 unconnected molecules or ions with the total composition C45H100BrN5. The level of theory is ωB97M-V/def2-TZVPD.

LUMO energy, eV: -8.28
Largest force on an atom, eV/A: 2.62
Relative energy (zero: lowest compared OMol25 entry of this formula, charge and spin), eV: 2.234
Charge: +4
2S+1: 1

Structure (XYZ):
```
151
C45H100BrN5 (ωB97M-V/def2-TZVPD)
C -14.125 19.077 -4.225
C -13.706 18.154 -5.349
C -13.785 16.698 -4.880
C -12.747 16.399 -3.808
N -12.600 14.919 -3.492
C -12.141 14.092 -4.665
C -11.411 12.895 -4.125
C -10.952 13.324 -2.723
C -11.375 14.795 -2.603
C -13.799 14.330 -2.811
H -15.167 18.915 -3.945
H -14.120 20.127 -4.546
H -13.485 19.134 -3.340
H -12.707 18.382 -5.727
H -14.417 18.289 -6.164
H -13.635 16.013 -5.720
H -14.777 16.386 -4.539
H -12.789 16.930 -2.857
H -11.764 16.605 -4.240
H -12.980 13.921 -5.337
H -11.452 14.707 -5.249
H -11.970 11.958 -4.194
H -10.591 12.581 -4.776
H -11.355 12.698 -1.922
H -9.885 13.154 -2.569
H -11.665 15.176 -1.624
H -10.473 15.335 -2.887
H -14.630 14.086 -3.459
H -14.057 15.111 -2.093
H -13.409 13.524 -2.193
C -18.893 17.431 4.083
C -18.766 18.443 2.976
C -17.720 18.110 1.886
C -16.309 18.107 2.431
N -15.270 17.646 1.391
C -15.419 16.214 0.963
C -14.870 15.460 2.152
C -13.581 16.206 2.478
C -13.839 17.681 2.000
C -15.172 18.617 0.226
H -18.895 16.380 3.786
H -19.791 17.650 4.658
H -18.049 17.518 4.775
H -18.636 19.428 3.431
H -19.686 18.576 2.400
H -17.837 18.838 1.080
H -17.973 17.167 1.399
H -16.254 17.381 3.245
H -15.969 19.032 2.895
H -14.864 15.999 0.051
H -16.477 15.994 0.839
H -14.788 14.429 1.804
H -15.608 15.528 2.947
H -12.773 15.742 1.915
H -13.401 16.163 3.549
H -13.172 17.837 1.150
H -13.845 18.458 2.756
H -14.658 18.089 -0.568
H -14.703 19.572 0.460
H -16.203 18.909 0.034
C -6.720 12.039 -6.770
C -6.264 13.437 -6.425
C -5.958 13.689 -4.939
C -5.662 15.175 -4.697
N -5.753 15.580 -3.234
C -7.234 15.523 -2.781
C -7.521 16.825 -2.030
C -6.700 17.835 -2.873
C -5.429 17.071 -3.143
C -4.872 14.807 -2.332
H -6.772 11.886 -7.850
H -7.762 11.835 -6.500
H -6.092 11.261 -6.340
H -7.031 14.181 -6.662
H -5.371 13.719 -6.989
H -5.221 13.019 -4.497
H -6.893 13.437 -4.416
H -6.346 15.796 -5.268
H -4.617 15.374 -4.934
H -7.323 14.668 -2.115
H -7.888 15.457 -3.646
H -7.285 16.798 -0.968
H -8.593 17.046 -2.096
H -6.552 18.752 -2.313
H -7.273 17.918 -3.799
H -4.729 17.166 -2.311
H -4.845 17.463 -3.975
H -4.802 15.182 -1.319
H -3.925 14.781 -2.879
H -5.175 13.760 -2.351
C -13.722 21.309 -8.296
C -12.914 22.537 -7.800
C -11.478 22.207 -7.351
C -11.557 21.547 -5.971
N -10.242 21.069 -5.426
C -10.463 20.227 -4.162
C -9.459 20.705 -3.118
C -9.281 22.178 -3.454
C -9.379 22.279 -4.946
C -9.503 20.188 -6.394
H -13.972 20.624 -7.484
H -13.152 20.716 -9.016
H -14.599 21.668 -8.828
H -13.518 23.051 -7.053
H -12.869 23.198 -8.665
H -10.875 23.114 -7.219
H -10.902 21.707 -8.129
H -12.159 20.648 -6.104
H -11.985 22.262 -5.274
H -10.285 19.175 -4.372
H -11.466 20.310 -3.745
H -8.531 20.179 -3.368
H -9.765 20.492 -2.099
H -8.355 22.626 -3.098
H -10.094 22.761 -3.015
H -8.417 22.224 -5.455
H -9.876 23.174 -5.310
H -8.665 19.777 -5.839
H -9.120 20.818 -7.193
H -10.181 19.450 -6.812
C -10.812 19.435 3.640
C -10.604 17.975 3.980
C -9.914 17.174 2.862
C -9.691 15.741 3.325
N -8.732 14.990 2.403
C -8.581 13.587 2.951
C -7.229 13.126 2.427
C -6.375 14.403 2.250
C -7.335 15.560 2.497
C -9.199 14.896 0.959
H -9.932 20.069 3.527
H -11.343 19.977 4.428
H -11.450 19.508 2.755
H -11.509 17.456 4.296
H -9.958 17.904 4.864
H -9.011 17.730 2.610
H -10.616 17.199 2.011
H -10.604 15.152 3.358
H -9.153 15.684 4.269
H -9.396 12.941 2.626
H -8.661 13.608 4.038
H -7.407 12.661 1.449
H -6.737 12.278 2.899
H -6.006 14.529 1.232
H -5.562 14.319 2.965
H -7.257 16.392 1.800
H -7.147 15.999 3.477
H -9.062 15.905 0.585
H -10.258 14.665 1.073
H -8.737 14.037 0.484
Br -11.027 18.131 -0.776
```